[1]
Below is C2F10N3NaO12S6 as an isolated structure at a distorted geometry, with properties calculated with ωB97M-V/def2-TZVPD.

Computed properties:
Relative energy (zero: lowest compared OMol25 entry of this formula, charge and spin)   0.0 kJ/mol
LUMO   4.05 eV
Orbital gap   0.332 Ha
Calculated total energy   -127719.79042 eV
Strongest force on any atom   0.10924 Eh/bohr
2S+1   1
Total charge   -2

Element x y z (Å)
1 Na -0.61691 -0.10049 -0.40074
2 N 0.02932 -0.26952 -2.72873
3 S 0.68369 0.67922 -3.80184
4 O 0.49797 0.29568 -5.17670
5 O 1.95147 1.24812 -3.44658
6 F -0.25070 1.96227 -3.56801
7 S 0.65094 -1.75363 -3.17252
8 O 2.03552 -1.83050 -3.54367
9 O -0.28679 -2.57129 -3.88323
10 F 0.66844 -2.29467 -1.64417
11 N -2.35080 -0.71005 1.02177
12 S -3.01128 -2.14603 0.58208
13 O -4.38767 -2.39955 0.87165
14 O -2.06432 -3.22450 0.61665
15 F -3.07881 -1.79761 -0.99675
16 S -2.76707 -0.59468 2.50654
17 O -2.25743 -1.54181 3.46998
18 O -4.09511 -0.11474 2.73678
19 F -1.80722 0.69191 2.73560
20 C 0.31357 3.36463 -0.02902
21 F 1.17907 3.68179 -0.97765
22 F -0.36008 4.45373 0.35030
23 F -0.61734 2.51781 -0.56189
24 S 1.17102 2.50533 1.43256
25 O 2.47194 3.10304 1.41983
26 O 0.40204 2.79282 2.61922
27 N 1.29323 0.91432 0.85275
28 S 2.08909 0.19339 2.02219
29 O 3.52686 0.33910 1.92096
30 O 1.56503 0.24343 3.37475
31 C 1.89507 -1.60384 1.44668
32 F 2.27562 -2.43526 2.41498
33 F 0.59729 -1.80625 1.16498
34 F 2.65433 -1.79215 0.37126

[2]
Below is C2F2HoO3S as an isolated structure at a distorted geometry, with properties calculated with ωB97M-V/def2-TZVPD.

Computed properties:
LUMO (alpha / beta)   -0.71 / -1.59 eV
Expectation value of S²   8.76
Orbital gap (alpha / beta)   0.227 / 0.242 Ha
Calculated total energy   -50282.19365 eV
Strongest force on any atom   0.05296 Eh/bohr
2S+1   6
Total charge   0

Element x y z (Å)
1 Ho 0.70775 1.62477 1.02657
2 S 0.94515 -0.09472 -1.52137
3 O 0.09255 1.23402 -1.00646
4 C 1.73518 -0.48297 0.07304
5 F 1.36456 -1.77110 0.49287
6 F 3.11914 -0.64074 -0.10457
7 O -1.83240 -0.05268 1.16069
8 C -2.61355 0.04298 0.29830
9 O -3.51838 0.14045 -0.41907

[3]
Below is one molecule with the formula C2F2N2O at a distorted geometry, with properties calculated with ωB97M-V/def2-TZVPD.

Computed properties:
Relative energy (zero: lowest compared OMol25 entry of this formula, charge and spin)   22.8 kJ/mol
LUMO   0.58 eV
SMILES string   Fc1nnc(F)o1
Orbital gap   0.416 Ha
Calculated total energy   -12534.75465 eV
Strongest force on any atom   0.07190 Eh/bohr
2S+1   1
Total charge   0

Element x y z (Å)
1 C 0.16561 -0.95889 -0.42086
2 C -0.15623 0.94089 0.42259
3 N -1.08382 -0.65827 -0.57497
4 N -1.31222 0.65837 -0.13428
5 O 0.82405 -0.00520 0.30305
6 F 0.80797 -2.01721 -0.71324
7 F 0.31687 2.03376 0.99435

[4]
Below is one molecule with the formula C2F2O2S at a distorted geometry, with properties calculated with ωB97M-V/def2-TZVPD.

Computed properties:
Relative energy (zero: lowest compared OMol25 entry of this formula, charge and spin)   111.0 kJ/mol
LUMO   -1.87 eV
SMILES string   O=C(OF)C(F)=S
Orbital gap   0.337 Ha
Calculated total energy   -22433.59237 eV
Strongest force on any atom   0.08072 Eh/bohr
2S+1   1
Total charge   0

Element x y z (Å)
1 C -0.34474 0.03418 -0.23480
2 C 1.08591 0.04769 0.15583
3 O -0.66645 0.28219 -1.37453
4 O -1.13975 -0.27262 0.73828
5 F 1.18347 1.48433 0.89251
6 F -2.37944 -0.71947 0.19795
7 S 2.26100 -0.85629 -0.37523

[5]
Below is a 2-piece molecular cluster, C2F3IOS overall at a distorted geometry, with properties calculated with ωB97M-V/def2-TZVPD.

Computed properties:
Relative energy (zero: lowest compared OMol25 entry of this formula, charge and spin)   0.0 kJ/mol
LUMO (alpha / beta)   -0.86 / -2.89 eV
Expectation value of S²   2.01
Orbital gap (alpha / beta)   0.271 / 0.230 Ha
Calculated total energy   -31206.82663 eV
Strongest force on any atom   0.04484 Eh/bohr
2S+1   3
Total charge   0

Element x y z (Å)
1 C 0.64467 0.41957 -0.32759
2 C -0.65599 -0.24449 0.18382
3 O 0.80860 1.52235 -0.60202
4 F -1.19321 -0.88757 -0.84821
5 F -1.56722 0.67321 0.63337
6 F -0.48474 -1.08376 1.19494
7 S 2.86532 -1.48876 -0.29480
8 I 4.45925 0.17269 0.03040

[6]
Below is C2F3LaNO6S2 as an isolated structure at a distorted geometry, with properties calculated with ωB97M-V/def2-TZVPD.

Computed properties:
LUMO (alpha / beta)   -2.07 / -2.02 eV
Expectation value of S²   0.75
Orbital gap (alpha / beta)   0.184 / 0.227 Ha
Calculated total energy   -46519.75476 eV
Strongest force on any atom   0.12817 Eh/bohr
2S+1   2
Total charge   0

Element x y z (Å)
1 N -1.18349 0.61119 -0.80079
2 S -1.44990 -1.04515 -0.79875
3 O -0.28721 -1.15546 0.09842
4 S -0.19234 1.66256 -0.08511
5 O 0.69128 0.77748 0.76892
6 O -0.86675 2.73723 -0.86682
7 C 0.72832 3.10786 0.79982
8 F 1.59993 2.83487 1.75972
9 F 1.42927 3.79238 -0.09540
10 F -0.14521 3.91682 1.38345
11 O 0.81325 -3.80550 -0.55477
12 C -0.24878 -4.08795 -1.08372
13 O -0.79307 -5.06077 -1.50820
14 O -1.41010 -2.66988 -0.51502
15 La 1.31479 -1.61566 1.49824

[7]
Below is C2F4N5 as an isolated structure at a distorted geometry, with properties calculated with ωB97M-V/def2-TZVPD.

Computed properties:
LUMO (alpha / beta)   3.50 / -0.01 eV
Expectation value of S²   2.02
Orbital gap (alpha / beta)   0.283 / 0.200 Ha
Calculated total energy   -20385.10756 eV
Strongest force on any atom   0.08720 Eh/bohr
2S+1   3
Total charge   -1

Element x y z (Å)
1 C 1.16362 -0.07554 -0.13311
2 C -1.19722 -0.40362 -0.44931
3 N 1.55811 0.83967 0.74908
4 N 2.03384 -0.81363 -0.76792
5 N 2.85457 0.71765 0.65924
6 N 3.08798 -0.25130 -0.21171
7 N -1.73277 0.04035 0.69798
8 F -1.33280 -1.73792 -0.57434
9 F -1.55271 0.21493 -1.64939
10 F -1.54294 1.38389 0.90493
11 F -3.33968 0.08551 0.77454

[8]
Below is C2F6IrN2O7S3 as an isolated structure at a distorted geometry, with properties calculated with ωB97M-V/def2-TZVPD.

Computed properties:
LUMO (alpha / beta)   -6.39 / -6.39 eV
Orbital gap (alpha / beta)   0.262 / 0.262 Ha
Calculated total energy   -71020.92090 eV
Strongest force on any atom   0.02708 Eh/bohr
2S+1   1
Total charge   +1

Element x y z (Å)
1 Ir -0.97913 -0.24071 1.57491
2 F 0.70623 -3.70692 -0.96481
3 C 0.77368 -2.40281 -1.05311
4 F 1.52801 -2.04428 -2.09167
5 F 1.26348 -1.87879 0.05916
6 S -0.95277 -1.68969 -1.44260
7 O -1.49595 -1.25364 -0.07926
8 O -1.70959 -2.77290 -2.00636
9 N -1.18526 0.20259 -2.96351
10 S 0.07513 1.58541 0.03762
11 O -1.38867 1.44583 0.30992
12 O 0.65314 0.89028 1.25562
13 C 0.42725 3.41282 0.15970
14 F 0.27882 3.80342 1.40322
15 F -0.45200 3.99772 -0.62722
16 F 1.65205 3.64063 -0.26251
17 O 0.99619 -2.40495 4.26721
18 S 0.53141 -1.05092 4.35527
19 N -0.47137 -0.68001 3.27160
20 O 0.52453 1.13858 -1.24503
21 O -0.77518 0.00835 -3.95817

[9]
Below is C2F6NO2S2Tb as an isolated structure at a distorted geometry, with properties calculated with ωB97M-V/def2-TZVPD.

Computed properties:
LUMO (alpha / beta)   -5.63 / -7.22 eV
Expectation value of S²   16.78
Orbital gap (alpha / beta)   0.312 / 0.224 Ha
Calculated total energy   -68055.28626 eV
Strongest force on any atom   0.08369 Eh/bohr
2S+1   8
Total charge   +1

Element x y z (Å)
1 S 0.28437 2.52661 0.32998
2 C -0.86838 3.08369 1.58563
3 F -1.23320 2.15598 2.50400
4 F -2.71831 1.74816 0.58188
5 F -1.80142 3.96901 1.16649
6 Tb 1.29599 6.23849 2.38542
7 N 0.08031 4.20175 2.60152
8 S 0.72159 3.82506 3.99580
9 O 1.35175 2.52373 4.16974
10 O 1.59690 5.02861 4.29169
11 C -0.52216 3.90448 5.39661
12 F -1.44294 2.97449 5.23202
13 F -1.09659 5.09174 5.42141
14 F 0.10545 3.69089 6.54035

[10]
Below is C2F6NO3S2Sc as an isolated structure at a distorted geometry, with properties calculated with ωB97M-V/def2-TZVPD.

Computed properties:
Relative energy (zero: lowest compared OMol25 entry of this formula, charge and spin)   208.2 kJ/mol
LUMO (alpha / beta)   -6.63 / -6.70 eV
Expectation value of S²   0.79
Orbital gap (alpha / beta)   0.242 / 0.314 Ha
Calculated total energy   -68370.76279 eV
Strongest force on any atom   0.07143 Eh/bohr
2S+1   2
Total charge   +1

Element x y z (Å)
1 O 1.73203 2.16455 -0.50135
2 Sc 0.61866 1.95185 1.16326
3 N 0.02658 -0.55863 0.55322
4 S 1.28826 0.20370 -0.95545
5 C 2.73570 -0.75566 -0.31574
6 F 2.60032 -2.02558 -0.67042
7 F 2.87989 -0.69793 0.99668
8 F 3.84157 -0.26724 -0.87043
9 S -1.39811 -0.08616 0.91672
10 O -1.38187 1.40071 1.25934
11 O -2.14485 -0.90292 1.87693
12 C -2.49914 -0.10046 -0.59309
13 F -2.05467 0.75206 -1.50226
14 F -2.51275 -1.32138 -1.10404
15 F -3.73162 0.24312 -0.25339

[11]
Below is C2F6NO4S5SbW as an isolated structure, with properties calculated with ωB97M-V/def2-TZVPD.

Computed properties:
Relative energy (zero: lowest compared OMol25 entry of this formula, charge and spin)   142.5 kJ/mol
LUMO (alpha / beta)   -6.06 / -6.82 eV
Expectation value of S²   0.77
Orbital gap (alpha / beta)   0.263 / 0.247 Ha
Calculated total energy   -90589.78422 eV
Strongest force on any atom   0.00616 Eh/bohr
2S+1   2
Total charge   +1

Element x y z (Å)
1 W 1.29278 -1.62922 0.14942
2 S 4.05503 -2.65296 2.52013
3 Sb 3.73613 -0.87234 1.20220
4 S 2.73652 -2.35964 -1.22852
5 S 0.97293 -3.17158 1.53181
6 F -3.03125 -2.07309 -1.04625
7 C -2.85537 -0.78339 -1.23897
8 F -3.65955 -0.07511 -0.48496
9 F -2.98177 -0.46969 -2.50529
10 S -1.10466 -0.42246 -0.71855
11 O -0.17719 -1.28517 -1.49734
12 O -0.88783 -0.82886 0.67955
13 N -0.93986 1.09315 -0.99285
14 S 0.45281 1.69374 -0.50135
15 O 1.37550 0.58385 -0.11515
16 O 0.97866 2.67382 -1.36788
17 C 0.06734 2.50737 1.12509
18 F -1.05386 3.18455 1.01105
19 F 1.07440 3.30997 1.41538
20 F -0.05076 1.57702 2.06248

[12]
Below is C2FLiO2Tl as an isolated structure at a distorted geometry, with properties calculated with ωB97M-V/def2-TZVPD.

Computed properties:
Relative energy (zero: lowest compared OMol25 entry of this formula, charge and spin)   172.8 kJ/mol
LUMO (alpha / beta)   -1.22 / -1.24 eV
Expectation value of S²   0.76
Orbital gap (alpha / beta)   0.184 / 0.174 Ha
Calculated total energy   -13781.29873 eV
Strongest force on any atom   0.05523 Eh/bohr
2S+1   2
Total charge   0

Element x y z (Å)
1 Tl 2.41475 -1.27140 -0.38593
2 O 2.14361 0.89062 -0.00096
3 C 0.89517 1.04919 0.17976
4 C -0.12724 0.23146 0.14572
5 O -0.31594 -1.02344 -0.12254
6 F -1.82798 0.76595 0.18122
7 Li -3.18236 -0.64238 0.00273

[13]
Below is one molecule with the formula C2FN3 at a distorted geometry, with properties calculated with ωB97M-V/def2-TZVPD.

Computed properties:
Relative energy (zero: lowest compared OMol25 entry of this formula, charge and spin)   142.3 kJ/mol
LUMO (alpha / beta)   -2.62 / -2.67 eV
Orbital gap (alpha / beta)   0.316 / 0.314 Ha
Calculated total energy   -9257.07465 eV
Strongest force on any atom   0.06047 Eh/bohr
2S+1   1
Total charge   0

Element x y z (Å)
1 C -1.26570 0.15184 0.03635
2 C 1.14383 -0.03557 -0.00404
3 N -2.34440 0.40562 -0.28110
4 N 1.16374 -1.25277 -0.22239
5 N -0.09823 -0.02340 0.55116
6 F 1.92743 0.99690 -0.11577

[14]
Below is C2H10CdF6NO9S2 as an isolated structure at a distorted geometry, with properties calculated with ωB97M-V/def2-TZVPD.

Computed properties:
Relative energy (zero: lowest compared OMol25 entry of this formula, charge and spin)   0.0 kJ/mol
LUMO (alpha / beta)   -6.96 / -12.93 eV
Expectation value of S²   0.77
Orbital gap (alpha / beta)   0.440 / 0.205 Ha
Calculated total energy   -64671.19474 eV
Strongest force on any atom   0.14466 Eh/bohr
2S+1   2
Total charge   +2

Element x y z (Å)
1 Cd 0.74681 -0.89479 -0.29453
2 C -2.63582 1.78749 -1.25882
3 F -2.25507 1.62420 -2.52587
4 F -3.46228 2.77702 -1.12279
5 F -3.26580 0.62637 -0.84689
6 S -0.93026 2.04686 -0.29322
7 O 0.00310 2.39596 -1.33965
8 O -1.11481 3.17153 0.65449
9 N -0.51823 0.45083 0.41705
10 S -1.32582 0.55432 1.75017
11 O -2.57002 1.25456 1.69840
12 O -1.53493 -0.84318 2.12820
13 C 0.01017 1.37198 2.91118
14 F -0.07453 0.73023 4.12811
15 F 1.21019 1.29812 2.37120
16 F -0.21949 2.69776 3.06711
17 O 0.13692 -2.57315 0.69840
18 H -0.64755 -2.78298 1.20517
19 H 0.37862 -3.39822 0.27761
20 O -0.66677 -1.52842 -1.90134
21 H -0.80907 -1.41844 -2.84149
22 H -1.49038 -1.89065 -1.57472
23 O 1.68415 0.46923 -1.55387
24 H 1.45744 1.19922 -2.13003
25 H 2.58551 0.24896 -1.78893
26 O 2.51226 -0.71288 0.77741
27 H 2.52727 -0.94989 1.70468
28 H 3.36854 -0.31623 0.61720
29 O 1.98704 -2.37613 -1.42857
30 H 2.00873 -2.62954 -2.35136
31 H 2.90397 -2.39029 -1.15420

[15]
Below is a 3-piece molecular cluster, C2H10ClN4 overall at a distorted geometry, with properties calculated with ωB97M-V/def2-TZVPD.

Computed properties:
Relative energy (zero: lowest compared OMol25 entry of this formula, charge and spin)   1.5 kJ/mol
LUMO   -3.00 eV
Orbital gap   0.395 Ha
Calculated total energy   -20712.59941 eV
Strongest force on any atom   0.09148 Eh/bohr
2S+1   1
Total charge   +1

Element x y z (Å)
1 C -2.37984 0.46680 -0.14776
2 C 1.65043 1.84848 0.20549
3 N -1.22571 -0.08992 -0.35626
4 N 1.22545 0.69741 -0.14206
5 N 2.90611 2.17916 0.62125
6 N -1.10153 -3.23619 -0.20376
7 Cl -2.52393 2.16795 0.18698
8 H 0.98609 2.76547 0.17109
9 H -1.25354 -1.10331 -0.67912
10 H 3.21872 3.12171 0.70113
11 H 0.17828 0.49527 -0.35826
12 H 1.75708 -0.21199 0.03013
13 H 3.63822 1.41180 0.33255
14 H -3.34590 0.05296 -0.29872
15 H -1.88567 -3.04448 0.42184
16 H -1.38813 -3.85328 -0.90660
17 H -0.45612 -3.66781 0.42208

[16]
Below is one molecule with the formula C2H10ClN4PS at a distorted geometry, with properties calculated with ωB97M-V/def2-TZVPD.

Computed properties:
Relative energy (zero: lowest compared OMol25 entry of this formula, charge and spin)   214.7 kJ/mol
LUMO   0.27 eV
SMILES string   CN(N)P(Cl)N(C)NS
Orbital gap   0.300 Ha
Calculated total energy   -40840.13738 eV
Strongest force on any atom   0.06740 Eh/bohr
2S+1   1
Total charge   0

Element x y z (Å)
1 C -1.58138 -1.46898 -0.97844
2 C 1.35525 1.50749 1.13547
3 N -2.82938 0.16959 0.16141
4 N 1.51005 -0.69608 0.19455
5 N -1.72984 -0.04171 -0.79018
6 N 0.81449 0.51723 0.08489
7 P -0.51595 1.11874 -0.86911
8 S 3.44279 -0.78148 0.30174
9 Cl 0.32693 0.73624 -2.67980
10 H -2.61817 -1.71024 -1.09563
11 H -0.86908 -1.64047 -1.75034
12 H -1.22131 -2.10925 -0.15072
13 H 2.42468 1.56630 1.10448
14 H 0.82197 2.42311 0.95626
15 H 1.18003 1.03031 2.16259
16 H -2.76417 1.18341 0.16754
17 H -2.53895 0.00619 1.09937
18 H 1.34854 -1.25557 -0.65022
19 H 3.44350 -0.55483 1.59615